A structure of composition C25H44O2P2Yb in a non-equilibrium geometry, computed with wB97M-V/def2-TZVPD.

The calculation puts the orbital gap (alpha / beta) at 6.2 / 5.9 eV. The value obtained for the HOMO energy (alpha / beta) is -9.940 / -9.791 eV. The total energy comes out at -2970.3552 a.u. The energy above the lowest of the compared OMol25 structures with the same formula, charge and spin comes out at 214.6 kcal per mole. The calculation puts the strongest force on any atom at 3.89 eV Å⁻¹. The spin multiplicity is 2. The charge is +1.

XYZ file:
```
74
C25H44O2P2Yb | the Open Molecules 2025 dataset | wB97M-V/def2-TZVPD
Yb 0.4792 -1.1174 -0.4506
C -0.8463 -2.3842 2.8653
C 0.4585 -2.7275 2.4044
C 0.6750 -1.0259 3.8945
C -0.7151 -1.3157 3.7802
C 1.3925 -1.8855 3.0399
C -2.0927 -3.0983 2.5516
H -2.1080 -3.5127 1.5369
H -2.9604 -2.4524 2.6834
H -2.2443 -3.9448 3.2364
C -1.7988 -0.6145 4.4675
H -2.7597 -1.1118 4.2915
H -1.8723 0.4238 4.1153
H -1.6289 -0.5892 5.5498
C 1.2269 0.0472 4.7436
H 0.8389 0.0113 5.7717
H 0.9606 1.0271 4.3104
H 2.3235 -0.0170 4.7878
C 2.8633 -1.9474 2.9448
H 3.2910 -2.6607 3.6547
H 3.3089 -0.9799 3.1708
H 3.1822 -2.2524 1.9516
C 0.8063 -3.9342 1.6133
H 1.0185 -4.7866 2.2817
H 1.7164 -3.7912 1.0074
H -0.0166 -4.2550 0.9621
C -1.3481 1.3130 -3.4157
C -1.6741 0.0087 -3.4294
C -1.1161 -1.0326 -4.3178
C 0.3925 -0.8787 -4.6214
C 1.1933 -0.4256 -3.4418
C 1.6592 0.8504 -3.3748
C 1.0413 2.0787 -3.9523
C -0.4272 1.9774 -4.4102
H -1.6846 -1.0134 -5.2750
H 0.5252 -0.2414 -5.5019
H -1.2987 -2.0323 -3.8871
H -0.5008 1.5134 -5.3966
H -1.9157 2.0179 -2.7847
H -2.5801 -0.3076 -2.9069
H -0.8142 3.0102 -4.5297
H 1.1278 2.9424 -3.2619
H 2.6665 1.0462 -3.0239
H 1.6422 2.3918 -4.8268
H 0.7566 -1.8799 -4.9112
H 1.6406 -1.2311 -2.8461
P -1.7808 0.5995 -0.1668
C -3.3139 1.3709 -0.8870
C -1.7115 -1.1794 -0.8867
P 1.6100 1.5917 -0.0146
C -0.0473 1.2893 -0.9490
C 2.6863 0.1593 -0.6612
C 2.3422 3.0758 -0.8261
H -3.1604 2.4677 -0.8919
H -4.1310 1.1713 -0.1640
H -3.5974 0.9964 -1.8882
H -0.9415 -1.3903 -1.7233
H -2.6767 -1.4093 -1.3229
H -1.5320 -1.9593 -0.0822
H 2.4984 2.9195 -1.9042
H 3.2924 3.3522 -0.3434
H 1.6337 3.8997 -0.6577
H -0.2766 2.2845 -1.3856
H 0.1357 0.6017 -1.8059
H 3.3865 -0.1205 0.1306
H 3.3304 0.4400 -1.5003
H 2.2655 -0.7892 -1.0750
C -0.7785 3.0811 3.1376
C -0.5372 2.3183 1.8455
O -0.7600 3.0316 0.8222
O -0.2012 1.0747 1.8789
H -1.7648 3.5437 3.0581
H -0.0359 3.8842 3.1645
H -0.7185 2.4826 4.0481
```